Molecular formula: C12H48F3HfN24O12
Method: DFT, ωB97M-V/def2-TZVPD

Structure (ORCA input):
```
! wB97M-V def2-TZVPD RIJCOSX def2/J DEFGRID3
* xyz 1 1
Hf 0.390 1.142 2.145
F 1.957 -0.526 2.809
F -0.151 3.297 2.886
F 0.038 -0.021 0.131
C 0.423 0.647 5.709
O 0.117 1.043 4.566
N 1.315 -0.303 5.927
N -0.069 1.112 6.880
H 1.649 -0.404 6.875
H 1.679 -0.809 5.132
H 0.281 0.762 7.760
H -0.885 1.697 6.773
C 1.923 -3.619 1.005
O 1.512 -4.378 0.139
N 2.631 -2.597 0.658
N 1.894 -3.726 2.281
H 2.854 -1.844 1.294
H 2.763 -2.501 -0.338
H 2.178 -2.904 2.794
H 1.187 -4.362 2.622
C 3.114 2.834 3.896
O 2.257 2.181 3.280
N 3.418 2.635 5.115
N 3.666 3.927 3.459
H 3.410 3.552 5.536
H 2.906 1.846 5.484
H 3.489 4.335 2.553
H 4.310 4.428 4.054
C 3.700 -2.229 -2.996
O 2.645 -2.516 -2.427
N 4.894 -2.351 -2.459
N 3.699 -1.498 -4.135
H 5.644 -1.737 -2.742
H 4.889 -2.711 -1.516
H 4.586 -1.153 -4.472
H 2.802 -1.341 -4.570
C -2.601 -3.692 -2.605
O -3.777 -3.529 -2.838
N -1.921 -4.663 -2.989
N -1.903 -2.871 -1.948
H -0.914 -4.695 -2.928
H -2.380 -5.137 -3.754
H -2.335 -1.964 -1.843
H -0.962 -2.941 -1.589
C -1.126 0.686 -2.999
O -1.566 1.272 -3.937
N -1.884 0.139 -2.105
N 0.120 0.472 -2.743
H -2.884 0.178 -2.240
H -1.432 -0.273 -1.301
H 0.776 1.080 -3.212
H 0.309 0.196 -1.789
C -5.075 1.441 -2.702
O -4.673 2.493 -3.250
N -4.532 0.996 -1.604
N -6.165 0.727 -2.914
H -4.958 0.251 -1.071
H -3.815 1.561 -1.173
H -6.753 1.003 -3.687
H -6.396 -0.034 -2.292
C 0.465 -1.481 -5.789
O 1.016 -0.445 -5.547
N 0.148 -2.269 -4.825
N 0.265 -2.074 -6.890
H 0.235 -1.776 -3.948
H -0.562 -2.970 -4.981
H -0.203 -2.947 -6.692
H 0.309 -1.560 -7.758
C -0.271 3.621 -0.432
O 0.200 2.865 0.416
N 0.339 3.617 -1.598
N -1.334 4.305 -0.290
H 1.299 3.312 -1.514
H 0.047 4.356 -2.221
H -1.863 4.285 0.570
H -1.365 5.175 -0.802
C -3.017 1.313 2.293
O -1.873 1.370 1.976
N -4.000 0.623 1.799
N -3.424 2.342 2.983
H -4.942 0.870 2.066
H -3.894 -0.090 1.092
H -2.745 2.999 3.343
H -4.343 2.342 3.401
C -1.665 -1.841 2.461
O -0.852 -0.971 2.658
N -1.899 -2.383 1.298
N -2.594 -2.119 3.346
H -2.654 -3.051 1.249
H -1.299 -2.197 0.507
H -2.902 -1.486 4.071
H -3.204 -2.871 3.062
C 3.391 1.752 0.001
O 2.544 1.514 0.819
N 3.304 1.653 -1.274
N 4.476 2.242 0.504
H 4.252 1.647 -1.624
H 2.473 1.390 -1.785
H 4.541 2.003 1.483
H 5.334 2.330 -0.023
*
```

As for the HOMO-LUMO gap: 0.302 Ha. Its energy above the lowest of the compared OMol25 structures with the same formula, charge and spin is 38.7 kcal/mol. The calculation puts the calculated total energy at -3050.9765 a.u. The value obtained for the LUMO energy is -2.27 eV. The calculation puts the HOMO energy at -10.479 eV.

=====

Molecular formula: C12H48N12O12
Method: DFT, ωB97M-V/def2-TZVPD

Structure (ORCA input):
```
! wB97M-V def2-TZVPD RIJCOSX def2/J DEFGRID3
* xyz 0 1
N 19.303 5.010 -1.671
C 18.028 5.038 -1.885
N 17.308 4.643 -0.857
O 17.461 5.606 -3.009
H 19.838 5.277 -2.549
H 19.683 4.303 -1.050
H 16.326 4.820 -0.994
H 17.698 4.324 0.091
N 23.769 -0.170 -2.736
C 24.390 0.338 -1.710
N 23.955 -0.279 -0.606
O 25.330 1.372 -1.788
H 23.933 0.310 -3.606
H 23.044 -0.873 -2.685
H 24.294 0.145 0.299
H 22.971 -0.759 -0.502
N 22.221 -2.560 -1.870
C 21.207 -1.823 -1.569
N 21.426 -1.226 -0.434
O 20.338 -1.535 -2.511
H 22.268 -2.957 -2.859
H 22.952 -2.868 -1.174
H 20.742 -0.472 -0.317
H 21.640 -1.728 0.401
N 22.028 4.703 -5.490
C 21.939 5.739 -4.656
N 22.760 6.664 -5.078
O 20.938 5.905 -3.662
H 21.543 3.881 -5.218
H 22.778 4.608 -6.214
H 22.724 7.526 -4.618
H 23.529 6.454 -5.734
N 16.330 3.315 -3.779
C 17.267 2.767 -4.460
N 17.059 1.487 -4.632
O 18.376 3.413 -4.886
H 16.531 4.263 -3.398
H 15.357 3.143 -3.978
H 17.656 1.083 -5.381
H 16.135 1.078 -4.469
N 18.544 0.333 -2.831
C 18.642 1.056 -1.769
N 17.696 1.961 -1.748
O 19.622 0.940 -0.754
H 19.219 -0.401 -2.911
H 17.938 0.631 -3.669
H 17.676 2.708 -1.001
H 17.119 2.277 -2.563
C 23.858 1.398 -6.112
O 24.678 1.189 -4.962
H 23.380 2.404 -6.183
H 23.125 0.594 -6.249
H 24.489 1.319 -6.985
H 25.473 1.727 -5.008
C 22.266 3.089 -0.362
O 20.915 3.214 -0.213
H 22.640 2.672 0.589
H 22.711 4.048 -0.594
H 22.542 2.422 -1.227
H 20.544 2.326 0.032
C 19.886 -0.713 -6.396
O 18.680 -0.070 -6.648
H 20.131 -1.217 -7.329
H 19.831 -1.477 -5.592
H 20.712 -0.032 -6.229
H 18.772 0.430 -7.459
C 21.317 1.997 -3.675
O 20.847 2.238 -4.981
H 22.393 1.832 -3.502
H 20.847 1.093 -3.309
H 21.092 2.864 -3.129
H 19.867 2.307 -4.946
C 20.084 2.994 -7.734
O 20.080 3.445 -9.108
H 19.648 3.680 -7.062
H 21.128 2.769 -7.362
H 19.533 2.077 -7.581
H 20.474 2.742 -9.614
C 24.712 4.077 -3.470
O 25.779 3.953 -2.548
H 23.888 3.496 -3.082
H 25.001 3.803 -4.484
H 24.412 5.105 -3.486
H 25.836 3.024 -2.382
*
```

As for the HOMO-LUMO gap: 0.331 Ha. Its energy above the lowest of the compared OMol25 structures with the same formula, charge and spin is 169.8 kcal/mol. The calculation puts the calculated total energy at -2045.8707 a.u. The value obtained for the LUMO energy is 0.14 eV. Its SMILES is NC(N)=O.NC(N)=O.NC(N)=O.NC(N)=O.NC(N)=O.NC(N)=O.CO.CO.CO.CO.CO.CO. The calculation puts the HOMO energy at -8.875 eV.

=====

Molecular formula: C12H48N14O12
Method: DFT, ωB97M-V/def2-TZVPD

Structure (ORCA input):
```
! wB97M-V def2-TZVPD RIJCOSX def2/J DEFGRID3
* xyz 0 1
N -8.175 -15.622 -0.323
C -8.404 -15.961 -1.551
N -9.498 -16.598 -1.758
O -7.591 -15.755 -2.420
H -8.982 -15.625 0.284
H -7.284 -15.224 -0.062
H -9.811 -16.955 -2.650
H -9.996 -16.882 -0.927
N -13.095 -20.014 5.456
C -12.881 -18.735 5.400
N -13.584 -18.192 4.354
O -12.098 -18.118 6.126
H -12.909 -20.612 6.248
H -13.855 -20.248 4.833
H -13.496 -17.254 3.990
H -14.063 -18.841 3.746
N -6.467 -19.347 2.887
C -7.639 -19.541 2.398
N -8.287 -18.439 2.311
O -8.056 -20.537 1.920
H -5.760 -19.966 2.517
H -6.165 -18.573 3.461
H -9.217 -18.482 1.919
H -7.856 -17.564 2.573
N -6.522 -16.568 9.697
C -7.679 -16.815 9.160
N -8.130 -15.745 8.551
O -8.274 -17.869 9.157
H -6.251 -15.612 9.879
H -6.037 -17.301 10.193
H -9.130 -15.725 8.414
H -7.527 -14.963 8.339
N -9.301 -12.644 7.177
C -8.797 -11.498 7.050
N -7.770 -11.498 6.303
O -9.321 -10.474 7.450
H -10.162 -12.827 7.673
H -9.022 -13.188 6.373
H -7.432 -12.410 6.030
H -7.203 -10.672 6.180
N -12.281 -15.880 1.296
C -11.975 -17.066 0.870
N -13.079 -17.763 0.933
O -10.793 -17.388 0.582
H -13.191 -15.820 1.730
H -11.916 -15.059 0.836
H -12.854 -18.741 1.046
H -13.948 -17.297 1.150
N -9.306 -15.430 3.105
C -9.063 -15.253 4.347
N -9.487 -16.295 5.043
O -8.404 -14.348 4.874
H -8.942 -14.731 2.474
H -9.917 -16.165 2.777
H -9.227 -16.288 6.019
H -10.142 -16.941 4.627
C -6.006 -17.492 5.767
O -5.083 -18.287 5.049
H -6.994 -17.906 5.562
H -5.835 -17.547 6.843
H -6.074 -16.450 5.456
H -5.021 -19.182 5.393
C -8.087 -10.687 2.225
O -8.123 -12.122 1.981
H -7.648 -10.154 1.382
H -9.123 -10.359 2.313
H -7.590 -10.372 3.143
H -7.399 -12.526 2.466
C -11.345 -15.521 9.067
O -10.784 -15.732 7.821
H -12.346 -15.834 8.769
H -10.934 -16.112 9.886
H -11.596 -14.487 9.303
H -11.506 -15.563 7.211
C -4.841 -12.402 3.422
O -5.813 -13.251 2.815
H -4.815 -11.407 2.978
H -5.147 -12.326 4.466
H -3.811 -12.748 3.509
H -5.831 -13.971 3.450
C -11.271 -12.397 0.297
O -10.459 -13.333 1.040
H -10.879 -11.803 -0.529
H -12.056 -12.984 -0.180
H -11.871 -11.741 0.928
H -9.881 -12.872 1.653
*
```

As for the HOMO-LUMO gap: 0.300 Ha. Its energy above the lowest of the compared OMol25 structures with the same formula, charge and spin is 145.4 kcal/mol. The calculation puts the calculated total energy at -2155.5130 a.u. The value obtained for the LUMO energy is -0.50 eV. Its SMILES is NC(N)=O.NC(N)=O.NC(N)=O.NC(N)=O.NC(N)=O.NC(N)=O.NC(N)=O.CO.CO.CO.CO.CO. The calculation puts the HOMO energy at -8.667 eV.

=====

Molecular formula: C12H48O12
Method: DFT, ωB97M-V/def2-TZVPD

Structure (ORCA input):
```
! wB97M-V def2-TZVPD RIJCOSX def2/J DEFGRID3
* xyz 0 1
C -3.434 1.253 0.910
O -2.643 1.055 -0.275
H -4.380 1.585 0.481
H -3.715 0.386 1.507
H -2.872 2.025 1.435
H -1.944 0.446 -0.026
C -0.024 -0.595 -0.329
O -0.837 0.260 0.463
H 0.264 0.010 -1.189
H 0.838 -0.950 0.235
H -0.635 -1.448 -0.625
H -0.244 0.960 0.744
C -1.208 2.153 2.702
O -0.118 1.261 3.091
H -1.472 1.884 1.679
H -2.088 1.959 3.316
H -1.040 3.223 2.825
H -0.070 1.377 4.043
C 2.859 -2.246 -0.386
O 1.982 -2.454 -1.477
H 2.327 -2.142 0.560
H 3.574 -3.058 -0.262
H 3.354 -1.313 -0.658
H 2.578 -2.783 -2.154
C -0.329 -3.649 0.288
O -1.138 -4.527 -0.542
H -0.643 -2.605 0.283
H -0.332 -4.006 1.318
H 0.638 -3.725 -0.208
H -1.150 -5.454 -0.294
C -1.087 3.661 0.613
O 0.131 4.258 0.909
H -1.476 3.848 -0.388
H -0.955 2.590 0.458
H -1.800 3.863 1.412
H 0.077 5.154 0.569
C -1.573 -1.459 2.373
O -0.656 -0.810 3.210
H -2.033 -2.226 2.997
H -2.288 -0.716 2.020
H -1.175 -1.948 1.484
H -0.388 -0.033 2.714
C 2.944 0.284 -1.791
O 3.842 1.095 -2.521
H 3.090 -0.695 -2.245
H 3.162 0.110 -0.737
H 1.917 0.615 -1.943
H 3.852 1.949 -2.083
C -1.990 -0.450 -2.907
O -0.632 -0.903 -2.930
H -2.719 -1.245 -3.064
H -2.206 -0.160 -1.878
H -2.109 0.481 -3.462
H -0.672 -1.779 -2.541
C 1.292 2.685 -1.175
O 2.006 3.565 -0.216
H 1.110 1.710 -0.723
H 0.306 3.104 -1.379
H 1.794 2.397 -2.098
H 1.392 4.169 0.207
C 2.187 1.181 2.253
O 1.160 1.627 1.327
H 2.743 1.977 2.748
H 1.728 0.617 3.065
H 2.858 0.446 1.809
H 0.438 2.094 1.755
C -0.217 -3.385 -2.820
O -1.126 -2.793 -1.917
H 0.849 -3.175 -2.732
H -0.243 -4.458 -3.008
H -0.506 -2.825 -3.710
H -1.126 -3.307 -1.106
*
```

As for the HOMO-LUMO gap: 0.310 Ha. Its energy above the lowest of the compared OMol25 structures with the same formula, charge and spin is 409.4 kcal/mol. The calculation puts the calculated total energy at -1388.1968 a.u. The value obtained for the LUMO energy is 0.29 eV. The calculation puts the HOMO energy at -8.143 eV.

=====

Molecular formula: C12H49B4N3O3Zn
Method: DFT, ωB97M-V/def2-TZVPD

Structure (ORCA input):
```
! wB97M-V def2-TZVPD RIJCOSX def2/J DEFGRID3
* xyz -2 1
Zn 1.363 1.406 1.458
B 0.311 2.415 3.244
H -0.559 2.836 3.970
H 1.257 3.155 3.343
H 0.531 1.271 3.516
H -0.029 2.615 2.110
B 0.121 -0.144 0.574
H 1.143 -0.176 -0.081
H -0.309 0.964 0.538
H -0.641 -0.964 0.187
H 0.485 -0.247 1.698
B 2.225 2.998 0.099
H 2.732 2.002 -0.357
H 2.489 3.960 -0.583
H 1.050 2.848 0.242
H 2.739 3.249 1.152
B 3.139 0.473 2.561
H 2.851 1.639 2.571
H 4.108 0.374 3.269
H 2.226 -0.147 3.036
H 3.335 0.141 1.411
C 0.052 6.605 -1.453
C -0.311 6.269 0.012
C -1.178 5.029 0.063
O -1.613 4.863 1.387
C -2.651 3.939 1.502
N 0.903 6.107 0.840
H 0.824 7.377 -1.467
H -0.838 6.881 -2.024
H 0.531 5.734 -1.914
H -0.884 7.139 0.356
H -0.592 4.174 -0.296
H -2.035 5.178 -0.615
H -2.366 2.954 1.115
H -3.561 4.277 0.967
H -2.952 3.850 2.544
H 1.327 5.253 0.460
H 1.513 6.855 0.517
C -0.354 -1.326 -3.934
C -1.136 -2.167 -2.945
C -2.204 -3.048 -3.566
O -3.008 -2.288 -4.465
C -4.103 -3.020 -4.912
N -0.184 -3.063 -2.229
H 0.511 -1.897 -4.283
H -0.019 -0.364 -3.552
H -0.934 -1.106 -4.835
H -1.646 -1.524 -2.217
H -2.859 -3.454 -2.785
H -1.732 -3.865 -4.129
H -3.853 -3.965 -5.415
H -4.669 -2.419 -5.629
H -4.803 -3.254 -4.095
H -0.721 -3.497 -1.483
H 0.444 -2.387 -1.799
C 1.701 -3.228 1.570
C 0.452 -4.089 1.274
C 0.315 -5.262 2.223
O 1.530 -6.026 2.256
C 1.581 -7.071 1.317
N -0.698 -3.187 1.337
H 1.689 -2.925 2.618
H 1.727 -2.358 0.919
H 2.608 -3.821 1.417
H 0.549 -4.483 0.257
H -0.455 -5.925 1.803
H 0.088 -5.026 3.260
H 0.729 -7.760 1.422
H 2.484 -7.631 1.554
H 1.571 -6.666 0.300
H -0.615 -2.597 2.162
H -0.722 -2.451 0.633
*
```

As for the HOMO-LUMO gap: 0.246 Ha. The calculation puts the calculated total energy at -2755.0856 a.u. The value obtained for the LUMO energy is 3.99 eV. The calculation puts the HOMO energy at -2.695 eV.

=====

Molecular formula: C12H5BCl5F4IN5OZr
Method: DFT, ωB97M-V/def2-TZVPD

Structure (ORCA input):
```
! wB97M-V def2-TZVPD RIJCOSX def2/J DEFGRID3
* xyz 1 1
Zr 0.017 -0.301 0.244
Cl 1.834 2.899 6.556
C 1.310 2.478 4.983
C 1.872 1.377 4.337
Cl 3.082 0.431 5.084
C 1.423 1.049 3.069
Cl 2.053 -0.313 2.198
C 0.440 1.780 2.418
O 0.031 1.424 1.190
C -0.115 2.876 3.072
Cl -1.348 3.764 2.267
C 0.316 3.228 4.348
Cl -0.387 4.569 5.138
N -2.138 2.567 -2.261
C -1.448 2.314 -1.156
N -1.183 1.017 -1.138
C -1.748 0.533 -2.288
N -2.347 1.453 -2.988
C -1.625 -0.892 -2.570
C -2.153 -1.518 -3.687
N -2.008 -2.823 -3.874
C -1.339 -3.502 -2.952
C -0.801 -2.883 -1.829
N -0.945 -1.576 -1.641
H -2.501 3.451 -2.587
H -1.163 3.028 -0.400
H -2.706 -0.954 -4.427
H -1.219 -4.566 -3.108
H -0.254 -3.445 -1.085
F -0.865 -1.027 2.765
B -1.402 -1.922 1.870
F -2.036 -1.081 0.849
F -2.104 -2.956 2.274
F -0.171 -2.320 1.037
I 2.151 -0.313 -1.463
*
```

As for the HOMO-LUMO gap: 0.270 Ha. The calculation puts the calculated total energy at -3879.5506 a.u. The value obtained for the LUMO energy is -4.55 eV. The calculation puts the HOMO energy at -11.886 eV.